No. 1
Molecular formula: C4H8N2O2
Method: DFT, ωB97M-V with the def2-TZVPD basis set

XYZ file:
```
16
Properties=species:S:1:pos:R:3:forces:R:3
C 2.010 0.211 0.477 -1.383 -0.524 -1.525
C -0.796 0.646 0.124 -1.013 -3.367 -0.251
C -0.693 1.744 -0.807 0.367 2.645 2.360
C -0.808 -1.629 0.560 1.562 -1.998 0.229
N 1.050 -0.467 -0.576 -0.310 -0.193 -0.857
N -0.274 -0.532 -0.226 0.364 1.159 1.418
O 3.155 -0.004 0.141 0.025 0.350 1.000
O 1.273 0.804 1.260 0.888 0.819 1.074
H -1.670 0.418 0.790 0.910 1.268 -0.429
H -1.712 1.859 -1.182 0.096 0.721 0.030
H -0.077 1.351 -1.550 1.253 0.067 -1.489
H -0.218 2.686 -0.274 -1.197 -1.682 -1.399
H -0.332 -1.660 1.557 -0.451 0.468 -0.177
H -1.882 -1.532 0.575 -0.175 -0.302 0.180
H -0.482 -2.611 0.145 -0.556 0.759 -0.206
H 1.455 -1.283 -1.015 -0.382 -0.190 0.040
```
Forces are in eV/Å.

Output
**Relative energy (zero: lowest compared OMol25 entry of this formula, charge and spin)**: 3.7106 eV
**Kohn-Sham gap**: 0.3310 hartree



No. 2
Molecular formula: C53H35I4MgN4Te
Method: DFT, ωB97M-V with the def2-TZVPD basis set

XYZ file:
```
98
Properties=species:S:1:pos:R:3:forces:R:3
Mg 1.062 -0.125 -0.628 -0.073 0.091 -0.020
I -0.593 8.335 -5.284 0.010 -0.052 0.029
C -0.179 6.519 -4.322 -0.010 0.101 -0.057
C 1.066 5.931 -4.487 -0.017 -0.079 0.057
C 1.331 4.727 -3.846 -0.015 0.021 0.005
C 0.371 4.111 -3.048 0.089 -0.022 -0.022
C -0.869 4.723 -2.899 -0.072 0.020 -0.003
C -1.152 5.928 -3.533 0.041 -0.076 0.032
C 0.667 2.814 -2.363 0.019 0.011 -0.004
C 0.197 1.648 -2.976 -0.030 -0.023 0.044
C -0.528 1.611 -4.227 0.000 0.038 0.038
C -0.824 0.314 -4.468 -0.012 -0.067 0.020
C -0.276 -0.449 -3.367 -0.019 0.025 0.050
C -0.367 -1.840 -3.239 0.023 0.003 -0.003
C -1.135 -2.572 -4.293 0.080 -0.008 -0.037
C -2.521 -2.660 -4.218 -0.073 -0.001 0.002
C -3.247 -3.337 -5.190 0.062 0.035 0.041
C -2.572 -3.929 -6.245 -0.039 -0.056 -0.084
I -3.655 -4.953 -7.719 0.027 0.028 0.040
C -1.191 -3.857 -6.344 0.004 0.049 0.075
C -0.481 -3.176 -5.363 -0.011 -0.016 -0.002
C 0.184 -2.599 -2.204 -0.031 0.012 -0.012
N 0.867 -2.106 -1.134 0.131 -0.321 -0.113
C 1.211 -3.172 -0.362 -0.063 0.008 0.013
C 1.903 -3.110 0.853 -0.010 -0.004 -0.018
C 2.121 -4.395 1.585 0.088 -0.008 -0.076
C 1.088 -4.982 2.307 -0.076 -0.035 0.031
C 1.283 -6.175 2.991 0.018 0.056 -0.042
C 2.528 -6.782 2.947 0.033 -0.081 0.042
I 2.834 -8.583 3.975 -0.010 0.044 -0.024
C 3.576 -6.219 2.236 -0.053 0.065 -0.024
C 3.363 -5.025 1.557 -0.010 -0.006 0.035
C 2.380 -1.944 1.458 -0.010 0.012 -0.015
C 3.046 -1.902 2.744 -0.054 -0.057 -0.055
C 3.313 -0.603 3.000 -0.010 0.075 -0.014
C 2.814 0.156 1.872 -0.028 0.020 -0.008
N 2.259 -0.685 0.957 0.223 -0.115 0.157
C 2.869 1.547 1.769 -0.033 0.034 -0.016
C 2.363 2.305 0.705 -0.039 0.016 0.006
C 2.444 3.748 0.614 0.022 -0.069 0.064
C 1.833 4.100 -0.540 -0.058 -0.027 -0.028
C 1.376 2.875 -1.159 -0.021 -0.003 -0.016
N 1.717 1.809 -0.384 0.215 0.269 -0.038
C 3.480 2.291 2.911 0.094 -0.004 -0.068
C 4.863 2.373 3.049 0.007 0.005 0.040
C 5.438 3.060 4.111 -0.071 -0.029 -0.046
C 4.612 3.672 5.040 0.060 0.043 0.065
I 5.465 4.712 6.647 -0.020 -0.023 -0.037
C 3.232 3.606 4.926 -0.007 -0.044 -0.065
C 2.675 2.914 3.858 -0.049 0.042 0.044
C 0.734 -4.396 -0.973 0.046 0.026 0.101
C 0.096 -4.041 -2.110 -0.059 0.056 -0.040
N 0.337 0.386 -2.486 0.023 0.068 -0.311
H 1.819 6.400 -5.106 -0.013 -0.004 0.009
H 2.299 4.254 -3.965 -0.018 0.017 -0.004
H -1.620 4.250 -2.277 0.021 0.010 -0.015
H -2.120 6.395 -3.409 0.015 -0.007 0.000
H -0.779 2.467 -4.835 0.016 -0.011 0.024
H -1.364 -0.094 -5.308 0.024 -0.002 0.023
H -3.035 -2.194 -3.385 0.019 -0.009 -0.019
H -4.325 -3.400 -5.121 0.016 0.000 -0.001
H -0.673 -4.322 -7.172 -0.011 0.005 0.010
H 0.599 -3.110 -5.426 -0.026 -0.004 -0.006
H 0.120 -4.494 2.335 0.029 0.000 -0.007
H 0.472 -6.621 3.552 0.010 0.005 -0.007
H 4.544 -6.700 2.207 -0.014 0.002 0.004
H 4.172 -4.572 0.997 -0.014 -0.015 0.010
H 3.255 -2.757 3.367 0.004 0.028 -0.009
H 3.784 -0.184 3.875 -0.006 -0.018 -0.020
H 2.902 4.397 1.344 -0.003 -0.017 -0.027
H 1.689 5.093 -0.937 0.011 -0.018 0.012
H 5.496 1.888 2.315 -0.010 0.014 0.014
H 6.514 3.117 4.208 -0.014 0.002 0.003
H 2.595 4.083 5.659 0.008 -0.005 -0.009
H 1.597 2.848 3.760 0.026 -0.004 -0.007
H 0.870 -5.388 -0.572 -0.003 0.028 -0.022
H -0.399 -4.683 -2.821 0.022 0.008 0.022
C -6.920 0.857 3.989 0.068 -0.009 -0.041
C -5.611 0.672 3.260 -0.045 -0.012 0.022
C -5.041 -0.583 3.101 0.043 -0.011 -0.013
C -3.832 -0.770 2.433 -0.025 0.044 0.011
C -3.290 -2.169 2.312 -0.027 0.058 0.007
C -3.154 0.341 1.896 -0.025 0.066 -0.067
Te -1.304 0.049 0.905 -0.347 -0.136 0.387
C -3.723 1.619 2.047 -0.016 -0.005 0.011
C -3.089 2.880 1.510 -0.049 -0.051 0.032
C -4.934 1.755 2.724 0.036 0.004 -0.019
H -7.309 -0.098 4.343 0.002 0.005 -0.002
H -7.675 1.307 3.340 0.000 -0.004 0.008
H -6.802 1.513 4.855 -0.005 -0.006 -0.004
H -5.550 -1.452 3.511 0.015 0.020 -0.012
H -3.964 -2.885 2.788 0.011 0.021 -0.009
H -2.303 -2.241 2.774 0.000 0.002 -0.005
H -3.152 -2.444 1.265 0.009 0.003 0.001
H -2.154 2.668 1.000 0.021 0.001 -0.011
H -2.888 3.583 2.324 -0.005 -0.013 -0.013
H -3.765 3.376 0.806 0.006 -0.007 0.014
H -5.358 2.752 2.832 0.018 -0.021 -0.008
```
Forces are in eV/Å.

Output
**Net charge**: -1
**Kohn-Sham gap**: 0.1757 hartree



No. 3
Molecular formula: C4H7NO
Method: DFT, ωB97M-V with the def2-TZVPD basis set

XYZ file:
```
13
Properties=species:S:1:pos:R:3:forces:R:3
N -0.872 -0.881 1.507 -0.114 0.186 0.329
C -0.790 0.394 0.957 0.117 0.247 -0.143
O -1.579 1.280 1.214 0.172 -0.440 -0.336
C 0.391 0.546 0.011 0.022 0.272 0.199
C 0.296 0.677 -1.492 -0.028 0.052 -0.081
C 0.777 -0.601 -0.865 -0.016 -0.372 -0.175
H 0.000 -1.245 1.878 -0.158 -0.121 -0.440
H -1.646 -0.999 2.145 0.053 0.182 0.115
H 1.178 1.160 0.438 -0.011 -0.110 0.084
H -0.662 0.699 -2.007 0.094 -0.103 0.298
H 1.049 1.308 -1.960 -0.188 -0.045 0.181
H 1.808 -0.930 -0.961 -0.125 0.231 -0.009
H 0.052 -1.408 -0.865 0.182 0.020 -0.024
```
Forces are in eV/Å.

Output
**SMILES string**: NC(=O)C1CC1
**Relative energy (zero: lowest compared OMol25 entry of this formula, charge and spin)**: 1.0917 eV
**Kohn-Sham gap**: 0.3918 hartree



No. 4
Molecular formula: C2H4N2
Method: DFT, ωB97M-V with the def2-TZVPD basis set

XYZ file:
```
8
Properties=species:S:1:pos:R:3:forces:R:3
C -0.947 -1.273 0.090 2.050 3.431 -0.958
C 0.355 -1.222 -0.009 0.692 -0.438 0.693
N 0.827 2.329 -0.148 0.236 -1.538 -0.267
N 1.329 1.336 -0.558 -0.757 1.766 0.619
H -1.484 -0.302 -0.075 -0.103 -0.914 0.308
H -1.450 -2.160 0.183 -1.509 -2.026 0.286
H 1.409 -0.927 0.038 -1.150 -0.233 -0.275
H -0.038 2.220 0.480 0.540 -0.048 -0.406
```
Forces are in eV/Å.

Output
**Relative energy (zero: lowest compared OMol25 entry of this formula, charge and spin)**: 5.4784 eV
**Kohn-Sham gap (alpha / beta)**: 0.3011 / 0.3430 hartree



No. 5
Molecular formula: H18O9
Method: DFT, ωB97M-V with the def2-TZVPD basis set

XYZ file:
```
27
Properties=species:S:1:pos:R:3:forces:R:3
O -0.910 1.263 1.782 0.004 0.215 -2.464
H -1.672 1.214 1.093 1.315 -0.278 1.503
H -0.165 1.556 1.132 -1.466 -0.096 1.530
O 2.978 0.840 0.023 -1.461 0.737 -2.021
H 2.197 1.451 -0.155 0.944 -0.548 0.560
H 3.311 1.025 0.872 0.505 0.597 1.604
O 2.319 -1.643 -0.068 0.617 1.869 0.097
H 1.792 -1.546 0.732 -0.634 -0.546 0.315
H 2.640 -0.646 -0.059 -0.160 -1.779 -0.544
O 0.521 2.461 -0.133 1.448 -1.100 0.244
H 0.073 1.985 -0.911 -0.597 0.568 0.540
H 0.489 3.388 -0.283 -0.052 1.162 -0.146
O -0.845 1.262 -1.702 0.056 -4.282 -0.818
H -0.198 0.426 -1.820 -2.171 2.184 0.037
H -1.718 0.793 -1.350 1.868 1.510 -0.450
O 0.289 -1.346 -1.638 -1.276 -3.580 -3.761
H 0.170 -2.179 -2.366 0.784 3.620 2.927
H 1.123 -1.528 -1.138 0.695 -0.277 0.457
O -1.724 -1.935 -0.068 1.512 -0.590 -0.780
H -1.402 -1.972 0.865 0.435 -0.044 -1.091
H -0.875 -1.831 -0.741 -1.910 0.098 2.254
O 0.089 -1.187 1.818 1.549 -1.244 3.530
H -0.373 -0.297 2.104 0.972 -1.098 -0.368
H 0.597 -1.692 2.642 -2.366 2.415 -2.977
O -2.702 0.310 -0.134 -5.054 -0.035 2.683
H -3.727 0.344 0.367 4.615 -0.125 -2.518
H -2.388 -0.686 -0.022 -0.172 0.647 -0.344
```
Forces are in eV/Å.

Output
**SMILES string**: O.O.O.O.O.O.O.O.O
**Relative energy (zero: lowest compared OMol25 entry of this formula, charge and spin)**: 2.9867 eV
**Kohn-Sham gap**: 0.4054 hartree



No. 6
Molecular formula: C3H13N2O
Method: DFT, ωB97M-V with the def2-TZVPD basis set

XYZ file:
```
19
Properties=species:S:1:pos:R:3:forces:R:3
N -1.352 1.751 1.665 0.213 -0.064 -0.157
C -0.285 1.086 2.312 0.367 -0.331 0.107
O 0.733 0.561 1.386 -0.426 -0.018 0.406
H -1.033 2.545 1.121 -0.084 0.006 0.031
H -1.848 1.116 1.049 -0.114 0.149 -0.019
H 0.245 1.751 2.990 -0.130 0.169 0.038
H -0.681 0.240 2.879 0.011 0.078 -0.011
H 1.028 -0.286 1.745 0.112 0.115 -0.136
C 0.822 -1.950 -1.147 0.076 0.265 -0.322
C -0.212 -0.965 -1.663 -0.272 0.167 0.697
N 0.141 0.461 -1.374 0.606 -0.217 -0.219
H 0.544 -2.943 -1.499 0.095 -0.092 0.043
H 1.814 -1.696 -1.523 0.004 -0.158 -0.046
H 0.878 -1.963 -0.061 -0.102 0.001 0.060
H -0.376 -1.027 -2.736 0.123 -0.064 -0.089
H -1.167 -1.133 -1.165 -0.068 -0.045 -0.162
H 0.218 0.673 -0.359 -0.152 -0.250 -0.181
H -0.555 1.108 -1.841 -0.067 0.156 0.098
H 1.085 0.671 -1.778 -0.191 0.132 -0.138
```
Forces are in eV/Å.

Output
**Relative energy (zero: lowest compared OMol25 entry of this formula, charge and spin)**: 0.2416 eV
**Kohn-Sham gap (alpha / beta)**: 0.1396 / 0.3971 hartree
**2S+1**: 2



What did we get for energy? Answer: -417.11959; -3918.82285; -286.59153; -187.91699; -687.91603; -306.72072 Eh, in the order shown.
What did we get for molar mass? Answer: 116.1; 1387.4; 85.1; 56.1; 162.1; 93.1 g/mol, in the order shown.
What did we get for largest force on an atom? Answer: 3.56; 0.54; 0.58; 4.11; 5.72; 0.77 eV Å⁻¹, in the order shown.